DFT (ωB97M-V/def2-TZVPD) results for a molecular structure, C30H31CoF5N9O2PS3 at a distorted geometry.

```
82
Properties=species:S:1:pos:R:3
Co -0.14 0.54 -0.34
S 3.72 -2.52 5.36
N 2.42 -1.65 5.38
C 2.15 -1.28 4.11
C 0.96 -0.51 3.72
C -0.12 -0.12 4.53
C -1.09 0.68 4.01
C -1.08 0.96 2.61
N -0.14 0.53 1.81
C 0.86 -0.19 2.35
C 1.91 -0.65 1.37
N 1.72 -0.24 0.12
C 2.66 -0.49 -0.77
C 3.77 -1.28 -0.49
C 4.00 -1.77 0.78
C 3.04 -1.44 1.74
C 3.10 -1.78 3.19
N 3.98 -2.56 3.75
H -0.13 -0.41 5.54
H -1.85 0.96 4.71
H -1.86 1.49 2.17
H 2.54 -0.23 -1.84
H 4.43 -1.56 -1.33
H 4.96 -2.26 1.02
N 1.04 1.21 -6.21
C -0.02 1.42 -5.13
P 0.26 0.18 -3.88
O 1.48 -0.54 -4.38
O 0.15 0.84 -2.55
C -1.03 -1.10 -4.19
N -0.42 -2.47 -4.01
H 0.55 0.99 -7.05
H 1.53 0.35 -5.80
H 1.63 1.99 -6.40
H -0.99 1.37 -5.52
H 0.06 2.43 -4.67
H -1.29 -1.09 -5.28
H -1.89 -0.94 -3.60
H 0.57 -2.50 -4.25
H -0.89 -3.14 -4.59
H -0.51 -2.77 -3.07
S -2.56 1.10 -1.03
C -3.55 0.56 0.25
N -4.63 1.24 0.53
C -5.50 0.96 1.63
C -5.47 -0.58 1.84
C -4.04 -1.02 2.04
N -3.22 -0.46 1.00
H -4.77 2.13 0.12
H -6.55 1.30 1.48
H -5.19 1.40 2.63
H -5.84 -1.08 0.94
H -6.04 -0.84 2.68
H -4.03 -2.09 2.03
H -3.63 -0.71 2.96
H -2.38 -0.98 0.69
C 1.74 6.79 0.25
C 1.33 5.39 0.06
C 2.00 4.38 0.71
C 1.62 3.07 0.60
N 0.59 2.64 -0.18
C -0.07 3.60 -0.83
C 0.19 4.96 -0.67
H 2.40 6.92 1.14
H 0.83 7.38 0.44
H 2.11 7.17 -0.69
H 2.87 4.68 1.23
H 2.19 2.36 1.15
H -0.89 3.32 -1.43
H -0.36 5.77 -1.11
F 2.05 -6.46 1.64
C 1.50 -5.34 1.14
C 1.82 -4.89 -0.13
F 2.74 -5.54 -0.87
C 1.20 -3.80 -0.70
F 1.62 -3.49 -1.99
C 0.29 -3.01 -0.01
S -0.73 -1.79 -0.83
C 0.06 -3.45 1.29
F -0.72 -2.67 2.03
C 0.64 -4.58 1.85
F 0.35 -4.81 3.16
```

The value obtained for the energy relative to the best compared isomer or geometry (same formula, charge and spin) is 0.0 kJ/mol. As for the net charge: +2. As for the expectation value of S²: 3.758. Its spin multiplicity is 4. The frontier orbital gap (spin up / spin down) is 7.58 / 8.01 eV. The electronic energy comes out at -5222.795142 a.u.

DFT (ωB97M-V/def2-TZVPD) results for a molecular structure, C2H5N3O2S at a distorted geometry.

```
13
Properties=species:S:1:pos:R:3
C 0.19 -0.64 -0.01
C -1.94 1.23 0.08
N 2.31 -1.15 0.10
N -0.67 -1.60 -0.03
N 2.77 0.00 0.03
O 4.01 -0.18 0.07
O 2.19 1.09 0.03
S -0.11 0.99 0.13
H -2.46 0.55 0.64
H -2.41 1.07 -0.88
H -2.11 2.36 0.29
H -0.21 -2.48 -0.23
H -1.57 -1.25 -0.21
```

The value obtained for the energy relative to the best compared isomer or geometry (same formula, charge and spin) is 826.9 kJ/mol. Its spin multiplicity is 1. The frontier orbital gap is 9.00 eV. The electronic energy comes out at -791.850256 a.u.